[1]
Density functional theory data (ωB97M-V/def2-TZVPD) for a cluster of 5 separate species, C40H34F9N2O19PS in total.

XYZ file:
```
106
Properties=species:S:1:pos:R:3
N -4.111 0.911 3.868
C 1.768 -0.794 -9.150
H -0.752 1.989 0.163
C -2.107 -5.056 -4.886
S 2.982 -1.329 4.054
H -3.748 -2.700 4.321
F 3.477 -2.565 4.891
C 3.061 4.291 0.775
C -4.794 -2.703 1.430
H -5.013 -3.101 0.445
C 2.265 7.904 6.345
H -0.652 -3.520 -3.852
O -0.211 -7.401 -7.614
O -5.938 -0.375 3.305
C 3.090 5.727 0.333
P -2.407 -3.084 -0.750
C 4.313 3.641 1.094
H 4.279 2.604 1.395
C 1.627 -2.124 -9.842
H -0.897 -0.792 -0.400
O 4.240 9.236 6.169
H -2.135 -2.841 -2.872
H -3.648 -3.678 -1.034
H 1.194 0.614 0.408
C -3.185 1.553 3.031
C -1.747 0.423 1.151
O 1.375 4.876 4.498
F 0.115 0.414 3.480
H -3.498 -4.278 6.022
H 1.249 5.539 0.178
C -4.533 -4.004 5.844
C -2.831 -6.081 -5.611
H 7.295 4.514 1.164
O 6.641 3.801 1.296
H 5.095 7.516 4.339
H 0.529 6.589 6.334
H 0.541 -3.944 -10.016
H -3.228 -3.795 2.516
H 1.964 4.462 3.838
O 1.881 8.683 7.197
H -3.886 -6.195 -5.406
O -2.865 2.696 3.122
C -0.183 -1.299 -7.821
C 2.395 0.118 2.975
H 4.264 7.454 -0.056
O -5.019 -4.108 3.468
C -0.697 1.502 1.137
O 2.538 -2.369 -10.774
C -2.826 0.498 2.023
O 1.904 6.248 0.033
H 0.897 0.524 -7.652
C -4.804 -0.060 3.130
O -0.017 -3.919 -4.483
O -1.106 -1.042 -6.903
F 3.133 -0.422 5.343
C -0.720 -6.662 -6.791
C -3.809 -0.488 2.093
C 5.487 5.776 0.604
C 4.127 7.344 4.791
F 2.474 1.236 3.719
C 1.502 6.754 5.893
H 1.339 1.892 1.572
H -4.863 -3.374 6.666
F 0.619 -1.217 2.065
H 3.649 9.637 6.836
H -5.715 -2.315 1.845
O -1.216 -3.368 -8.140
C 4.232 6.419 0.256
C 3.373 6.186 4.358
O -2.621 -4.324 -4.058
H -5.166 -4.886 5.844
C -4.674 -3.239 4.536
H 3.122 -1.587 -10.793
F 4.491 -0.991 3.693
H -1.686 -1.827 -6.876
C 0.796 -0.439 -8.132
H 1.051 -5.509 -6.288
C 2.015 5.943 4.959
C 0.650 -2.985 -9.528
H -2.088 -8.171 -7.788
C -2.187 -6.837 -6.511
H -1.658 -4.021 -0.008
O -2.782 -7.786 -7.219
O 3.771 5.389 3.525
C -2.674 -1.686 0.390
F 2.877 -2.272 2.795
F 1.499 -1.648 4.485
N -1.604 -2.650 -2.025
F 3.249 0.276 1.964
H -4.403 -4.818 1.712
H -5.458 -2.492 4.653
H -4.666 1.538 4.439
C 0.748 1.021 1.309
C 0.000 -5.632 -6.070
C 0.925 0.036 2.469
C -0.638 -4.869 -5.171
C -4.292 -3.900 2.284
C -3.754 -1.624 1.294
O 1.974 3.736 0.843
O 2.695 -0.080 -9.484
C -0.309 -2.638 -8.496
C 3.613 8.158 5.723
C -1.701 -0.695 0.317
C 5.459 4.329 1.016
O 6.566 6.336 0.577
H -0.890 2.276 1.866
```

**Highest occupied orbital energy**: -8.99 eV
**SMILES string**: CCOCCc1c([PH2]=N)cc(CCC(F)(F)C(F)(F)S(F)(F)(F)(F)F)c2c1C(=O)NC2=O.O=C1C=C(O)C(=O)C=C1O.O=C1C=C(O)C(=O)C=C1O.O=C1C=C(O)C(=O)C=C1O.O=C1C=C(O)C(=O)C=C1O


[2]
Density functional theory data (ωB97M-V/def2-TZVPD) for a structure of composition C40H34N3P2PtS2.

XYZ file:
```
82
Properties=species:S:1:pos:R:3
C -7.326 4.773 20.515
C -9.265 9.017 21.463
H -14.731 8.612 17.116
H -11.268 4.043 16.930
C -11.010 2.776 15.222
C -12.921 5.821 18.818
C -10.651 2.771 13.853
C -8.033 9.386 18.975
H -12.290 11.075 17.317
H -11.383 1.865 15.664
C -9.278 11.780 14.374
C -15.462 6.993 13.525
C -14.911 7.081 14.789
H -5.356 5.276 19.733
H -15.520 7.033 15.703
C -13.662 8.850 17.089
H -11.128 8.922 20.367
S -8.011 7.897 14.831
H -11.783 11.045 18.986
C -14.674 3.888 17.770
C -13.291 7.044 12.489
C -9.449 9.370 19.073
H -7.285 9.103 22.280
H -10.288 5.275 18.816
H -13.009 8.834 19.231
C -10.041 5.089 14.099
H -15.361 3.160 17.369
H -6.173 9.325 20.067
S -6.107 6.477 16.993
H -9.850 3.920 12.220
C -12.688 7.234 13.736
P -10.416 9.560 17.576
C -10.149 3.959 13.269
H -11.618 7.349 13.869
N -10.772 0.630 12.357
H -7.657 13.568 16.728
H -8.760 11.915 18.219
H -13.169 4.719 20.668
Pt -10.481 7.422 16.663
C -6.944 5.886 18.393
H -9.428 11.719 13.297
C -8.216 12.743 16.289
C -9.934 10.857 15.192
C -10.066 9.109 20.295
C -8.859 11.836 17.150
C -7.878 9.140 21.395
H -14.031 10.140 18.780
N -8.663 6.706 17.091
C -13.195 9.501 18.394
P -12.780 7.304 16.506
H -14.413 4.898 15.886
C -10.725 1.580 13.050
H -9.417 4.427 20.970
C -8.328 5.993 18.226
C -8.414 12.734 14.920
C -14.175 4.899 16.942
C -13.345 5.891 17.478
C -13.516 7.154 14.871
H -16.533 6.917 13.459
C -7.654 7.073 16.297
C -7.279 9.303 20.131
C -13.388 4.777 19.620
N -10.461 5.118 15.366
C -8.701 4.834 20.259
C -10.934 3.979 15.917
H -14.730 3.057 19.776
C -6.445 5.288 19.564
H -9.647 6.025 13.728
H -12.673 7.020 11.592
C -9.217 5.360 19.082
H -10.628 10.123 14.762
H -9.735 8.862 22.429
C -14.666 6.968 12.361
H -6.961 4.343 21.430
H -13.560 9.559 16.245
H -15.110 6.804 11.398
H -12.252 6.572 19.239
C -9.642 10.844 16.570
C -11.993 10.401 18.134
C -14.301 3.838 19.124
H -7.965 13.490 14.281
H -7.565 9.596 17.960
```

**Multiplicity**: 3
**Highest occupied orbital energy (alpha / beta)**: -8.37 / -10.80 eV
**Charge**: +1


[3]
Density functional theory data (ωB97M-V/def2-TZVPD) for a structure of composition C40H35AsF5N5O2PtSTe.

XYZ file:
```
91
Properties=species:S:1:pos:R:3
H -5.021 -3.936 2.896
C -4.014 -0.198 2.939
C -5.835 -2.639 -2.798
H -1.239 -0.438 -2.835
H 1.777 0.727 -5.661
C -0.131 -1.090 4.123
N 2.238 -0.025 0.001
C -3.666 1.465 -0.354
H -5.053 1.535 1.295
C 3.808 0.622 -3.827
C -3.545 3.432 -1.714
H 1.920 -5.167 0.169
C 1.974 0.101 -2.336
H -2.543 -2.162 -2.191
F -1.871 3.195 1.454
F 1.548 2.580 0.192
F -0.292 4.052 -0.030
N 0.536 -0.776 1.869
H 0.660 -7.153 -0.019
C 4.021 1.124 3.070
C -6.364 -1.803 -1.822
H -4.735 5.091 -1.050
C -3.193 2.115 -1.486
H -3.140 3.956 -2.570
C 1.708 -0.188 2.290
C 3.768 0.927 1.703
C 3.158 0.664 4.028
C 1.462 0.450 -4.663
C 2.425 0.398 -3.628
Pt 0.341 -0.561 -0.147
C 0.147 -6.332 0.476
C -0.340 -1.224 2.746
C -1.255 -6.153 -0.077
C -5.522 -1.091 -0.984
F -0.067 2.280 2.818
C 0.363 -3.914 0.041
N -0.935 -3.748 0.139
C -3.615 -2.044 -2.092
H -3.976 -2.911 0.899
H 5.732 0.702 -2.925
H 4.925 0.285 -0.651
C 2.637 0.245 1.295
C 2.862 0.150 -1.218
C 1.003 -0.472 4.572
H -2.805 -4.644 -0.006
H -2.560 1.600 -2.197
H -1.879 -6.997 0.208
H -5.492 -2.546 4.884
H -4.800 -0.175 4.929
H -0.609 0.226 -5.160
H -3.698 0.835 2.967
N 0.662 -0.222 -2.112
C -1.842 -4.856 0.454
H 4.428 1.373 0.976
C -4.985 3.382 0.213
C -4.620 -0.774 4.046
O -1.572 -1.186 -0.247
C -0.219 -0.180 -3.090
C -4.625 2.061 0.453
C 4.672 0.566 -2.765
H 3.346 0.850 5.077
H -7.436 -1.708 -1.712
C -4.435 4.070 -0.856
H -1.332 -2.813 -0.037
H -1.987 -4.914 1.536
C -4.739 -2.891 2.906
C -3.795 -0.972 1.802
H -5.953 -0.449 -0.223
Te -0.242 2.443 0.920
H 0.123 -6.544 1.546
C -4.146 -2.320 1.791
C -4.462 -2.764 -2.930
H -0.887 -1.452 4.803
C 4.210 0.337 -1.457
N 0.916 -5.102 0.242
H 4.902 1.676 3.364
H -1.215 -6.113 -1.167
C 1.972 -0.012 3.651
H 1.164 -0.318 5.631
C -4.140 -1.213 -1.106
H -1.240 -1.674 2.354
C -4.993 -2.112 4.027
H 4.173 0.811 -4.827
S 1.474 -2.613 -0.362
As -2.998 -0.273 0.199
H -6.496 -3.191 -3.453
O -0.675 1.350 -0.538
H -4.047 -3.431 -3.676
C 0.149 0.175 -4.393
H -5.680 3.877 0.878
F -1.734 0.727 1.609
```

**Highest occupied orbital energy**: -12.42 eV
**Charge**: +2


[4]
Density functional theory data (ωB97M-V/def2-TZVPD) for a structure of composition C40H35ClIrO5P2S4Sb.

XYZ file:
```
89
Properties=species:S:1:pos:R:3
C 4.492 0.052 3.266
H 2.778 -2.368 -3.373
S -0.924 1.851 2.586
H 1.969 -2.280 1.496
C 2.425 -0.059 4.483
H -0.109 4.517 -5.712
C -1.647 6.956 1.758
H 3.434 1.698 -0.191
H 2.320 3.958 -0.097
C -2.679 -2.191 -1.662
O -0.412 0.218 -1.575
O -1.320 -0.918 0.806
C 2.543 -3.475 -0.182
H 3.079 -4.430 -2.027
C -0.626 4.642 0.584
H -0.417 -3.041 0.157
H 2.050 -0.298 -2.312
H 0.631 0.114 3.311
C -0.164 5.065 1.829
H 1.885 -0.169 5.415
S -3.056 1.591 -0.152
S -3.856 2.995 1.154
H -0.306 6.530 3.381
O -2.624 -0.955 2.650
H 0.568 4.481 2.369
H -0.548 -5.112 -3.013
O -0.186 -0.288 -3.905
C 2.357 1.773 -0.327
H -3.525 -6.299 -2.048
C 2.005 -1.125 -0.320
C 0.006 3.557 -1.961
H 1.949 4.506 -1.979
H -2.509 -3.085 3.856
H -2.892 7.096 0.016
C -1.151 -4.293 -2.637
C -1.608 5.387 -0.061
H 0.064 -2.764 -3.556
S -1.129 -0.256 -2.809
O -2.373 0.432 -3.035
H -3.260 -1.363 -1.274
H -1.890 -5.492 4.191
C 2.620 -2.350 -2.302
H -2.004 3.299 -4.671
C -0.797 -2.983 -2.939
C -2.117 6.537 0.524
H 2.646 -4.374 0.412
H 0.183 -5.442 0.449
H 1.868 5.105 -4.339
H 5.575 0.020 3.247
P 1.473 0.402 0.518
Ir -0.795 1.090 0.376
C -1.104 3.240 -2.736
H -1.930 2.698 -2.294
C 1.072 4.238 -2.552
H -2.857 -6.072 -0.432
C 2.390 0.247 2.093
C -0.820 -5.584 2.337
H -1.991 5.064 -1.020
C 3.787 0.205 2.086
H -1.828 -6.675 -1.734
C -1.912 -3.616 3.127
H 4.327 0.263 1.148
H -2.048 7.851 2.218
C 2.781 -3.505 -1.549
C -0.082 4.258 -4.660
Cl -0.396 -7.269 2.550
H 4.361 -0.194 5.396
C -3.017 -3.499 -1.365
C -1.495 -2.927 1.993
C -1.144 3.587 -4.080
P 0.000 3.118 -0.190
C -0.737 -3.586 1.035
C -1.872 -1.464 1.828
H 2.137 1.700 -1.395
C 3.809 -0.074 4.471
Sb -3.215 2.006 3.234
C -2.636 -5.981 -1.497
C -0.397 -4.921 1.199
C 2.227 -1.167 -1.696
H 1.844 3.065 1.338
C 1.785 3.074 0.246
C -1.563 -1.940 -2.451
C 1.029 4.585 -3.892
C 2.161 -2.290 0.429
C -1.574 -4.948 3.310
C -2.260 -4.567 -1.847
H -3.873 -3.696 -0.729
C 1.714 0.098 3.298
C -0.668 6.218 2.409
```

**Multiplicity**: 2
**Highest occupied orbital energy (alpha / beta)**: -3.65 / -4.35 eV
**Charge**: -1


[5]
Density functional theory data (ωB97M-V/def2-TZVPD) for a structure of composition C40H35F2IN7O3Ti.

XYZ file:
```
89
Properties=species:S:1:pos:R:3
H -2.582 2.635 3.752
H -4.036 -1.781 4.446
C 3.886 -3.070 2.714
H 5.439 -1.589 -1.860
H 5.694 -1.892 0.150
C -6.117 0.325 -0.711
H -3.721 -3.425 3.927
H -1.204 1.366 -2.975
C 3.155 1.627 1.124
C 0.803 1.315 -2.170
C -1.293 -2.018 1.082
N 2.511 1.473 -0.022
F 3.929 1.805 -3.904
C -2.871 -2.112 -0.953
C -1.851 2.204 3.082
H -0.854 -1.280 4.868
C 2.352 -1.547 -2.976
C -3.232 -2.544 4.330
N -0.833 -1.255 -1.195
N -5.375 1.432 -0.559
H 1.037 -1.013 3.371
N -1.685 -1.875 -0.323
H 1.963 2.251 -5.739
C 2.616 -2.674 2.315
C -2.414 2.299 1.605
C -6.508 0.930 -3.002
C -5.826 2.136 -2.771
O -3.345 1.247 1.447
C -5.303 2.363 -1.516
C 4.995 -2.665 1.977
Ti 0.642 0.117 -0.505
H -3.572 3.632 0.380
N 3.433 -1.363 -1.114
H 1.813 -2.921 2.977
H 7.046 -3.362 1.757
C 1.660 2.037 -4.721
H -3.885 3.873 2.065
N 2.180 -1.109 -1.682
C 3.035 1.932 -1.159
C 4.957 2.808 -0.026
C -2.272 -2.317 2.034
H -3.983 1.429 0.680
H -1.047 -0.714 -3.228
C -6.718 0.042 -1.923
C 2.574 1.879 -3.651
H 4.129 -2.107 -4.211
C -2.137 -2.134 3.414
H -3.517 -1.567 -3.108
H -2.348 4.472 1.304
C 2.139 1.826 -2.314
H -3.262 -2.713 1.724
C 3.720 -1.821 -3.271
O -0.583 0.945 0.679
H 1.522 -1.487 -3.682
C -2.789 -1.633 -2.281
C 4.266 2.605 -1.225
C -0.956 -1.517 3.839
C 0.108 -1.329 2.961
H -0.924 2.805 3.137
H -6.189 -0.332 0.150
C -1.181 2.142 0.661
H -1.592 1.203 3.394
H -2.918 -2.916 5.312
C 2.360 -1.982 1.075
C -1.481 -1.132 -2.358
C 3.512 -1.822 0.225
F -0.559 2.159 -5.414
H 4.622 2.986 -2.161
C 4.392 2.292 1.139
H -4.898 3.353 -1.274
C -0.138 1.462 -3.146
H 2.710 1.296 2.070
N 1.125 -1.501 0.732
H -6.919 0.638 -3.985
H 4.066 -3.736 3.581
C 4.371 -1.592 -2.097
H -5.736 2.879 -3.578
H 6.815 -2.020 2.881
C 4.804 -2.121 0.720
C -3.076 3.656 1.363
H -3.666 -2.642 -0.436
O -0.799 3.103 -0.005
C 6.364 -2.944 2.486
H 5.895 3.332 0.007
I -7.934 -1.649 -2.272
H 4.886 2.421 2.093
C 0.314 1.875 -4.400
C 0.029 -1.659 1.544
H 6.255 -3.724 3.329
```

**Multiplicity**: 3
**Highest occupied orbital energy (alpha / beta)**: -0.93 / -4.12 eV
**Charge**: -1


It is found that the molecular weight values, taken in the order of the records, are 1080.7, 877.9, 1142.4, 1135.4, 874.5 g mol⁻¹.
It is found that the DFT total energy values, taken in the order of the records, are -128492.1031, -89991.3912, -149380.4848, -136111.7079, -95272.2208 eV.